# 1
{
  "formula": "C25H72O11",
  "method": "ωB97M-V/def2-TZVPD",
  "lumo_energy_ha": 0.0089,
  "e_above_lowest_kcal_mol": 246.0,
  "smiles": "CC(C)O.CC(C)O.CC(C)O.CC(C)O.CC(C)O.CC(C)O.CC(C)O.CO.CO.CO.CO",
  "multiplicity": 1,
  "total_charge": 0,
  "species": ["C", "C", "C", "O", "H", "H", "H", "H", "H", "H", "H", "H", "C", "C", "C", "O", "H", "H", "H", "H", "H", "H", "H", "H", "C", "C", "C", "O", "H", "H", "H", "H", "H", "H", "H", "H", "C", "C", "C", "O", "H", "H", "H", "H", "H", "H", "H", "H", "C", "C", "C", "O", "H", "H", "H", "H", "H", "H", "H", "H", "C", "C", "C", "O", "H", "H", "H", "H", "H", "H", "H", "H", "C", "C", "C", "O", "H", "H", "H", "H", "H", "H", "H", "H", "C", "O", "H", "H", "H", "H", "C", "O", "H", "H", "H", "H", "C", "O", "H", "H", "H", "H", "C", "O", "H", "H", "H", "H"],
  "xyz": [[-3.47457, -0.48295, 0.26983], [-3.59984, -0.39903, 1.75828], [-2.24307, -0.05112, 2.41440], [-4.37636, 0.50343, 2.17977], [-3.21591, 0.49750, -0.08884], [-4.38285, -0.77900, -0.11196], [-2.80525, -1.33021, 0.07117], [-3.90838, -1.40122, 2.16047], [-2.16661, -0.13425, 3.48593], [-1.91398, 0.87826, 2.06657], [-1.47523, -0.70323, 2.02863], [-4.57977, 0.40568, 3.12681], [-2.20197, 0.73951, -4.91797], [-2.43913, 1.87673, -3.95088], [-3.10821, 1.35435, -2.72985], [-1.49554, 2.66556, -3.64615], [-1.96936, 1.21781, -5.78819], [-3.09356, 0.04946, -5.00153], [-1.25949, 0.16785, -4.57102], [-3.17980, 2.50949, -4.39852], [-4.12748, 1.08160, -3.00307], [-3.18913, 2.08243, -1.91972], [-2.59503, 0.49852, -2.42597], [-1.62318, 3.56502, -3.45776], [2.43298, 2.51008, -2.48114], [3.32472, 1.28857, -2.59357], [3.26203, 0.63511, -3.97553], [4.53740, 1.57539, -2.53866], [2.70289, 3.36808, -3.04738], [2.52661, 2.94166, -1.46203], [1.42328, 2.18148, -2.70769], [2.84799, 0.60856, -1.93429], [2.13826, 0.37631, -4.07977], [3.77520, -0.29141, -3.94104], [3.47280, 1.32033, -4.84168], [4.72363, 2.29994, -3.25202], [0.69345, 1.83229, 5.71826], [0.04852, 0.87222, 4.77473], [0.61164, 1.06037, 3.35011], [0.11825, -0.32367, 5.12099], [0.74349, 2.89056, 5.23853], [1.70442, 1.46029, 6.08686], [0.09641, 1.99859, 6.57904], [-0.98808, 1.19477, 4.79231], [1.65466, 0.93710, 3.26537], [0.46715, 2.16131, 3.13633], [0.20808, 0.29228, 2.64939], [-0.59333, -0.77504, 4.70140], [-0.16934, 3.33386, 0.66512], [-0.94051, 4.40574, -0.03084], [-0.03053, 5.20627, -0.91877], [-1.81825, 3.95402, -0.80944], [-0.78751, 2.65401, 1.31039], [0.64959, 3.66913, 1.35062], [0.26586, 2.65003, -0.05569], [-1.33584, 5.10101, 0.72220], [0.89687, 5.56570, -0.28949], [-0.63427, 5.89748, -1.43359], [0.40683, 4.48627, -1.63603], [-2.40389, 3.44603, -0.28629], [2.10988, -4.59404, 3.01192], [2.30756, -3.22052, 3.77586], [1.95338, -2.08880, 2.90074], [1.62262, -3.06945, 4.78475], [2.52875, -4.57582, 2.02634], [1.01456, -4.83496, 2.88673], [2.68312, -5.32987, 3.51865], [3.38025, -3.16731, 3.89251], [2.63142, -2.05164, 2.03374], [2.09815, -1.12988, 3.35344], [0.96524, -2.20990, 2.50345], [1.79666, -3.83374, 5.31826], [0.86680, -2.08476, -2.65631], [1.57153, -2.78238, -1.40935], [3.00033, -2.38339, -1.31022], [1.20374, -2.38322, -0.28581], [-0.20536, -2.31707, -2.49277], [1.10092, -2.66116, -3.50777], [1.25361, -1.09962, -2.67121], [1.43767, -3.85890, -1.30607], [3.61539, -2.95841, -0.65741], [3.07956, -1.32176, -0.95854], [3.56894, -2.48456, -2.23346], [0.50033, -2.93711, 0.07319], [-1.68556, -4.22336, 0.70047], [-1.12485, -2.97400, 1.01066], [-2.38777, -4.64196, 1.42454], [-0.84171, -4.97821, 0.37436], [-2.31657, -4.10910, -0.15235], [-0.87521, -2.91496, 1.94631], [3.35215, 1.05436, 0.81834], [2.64952, 2.25937, 1.08626], [2.71181, 0.27117, 0.31511], [3.59551, 0.74207, 1.89734], [4.30442, 1.15464, 0.25888], [1.73387, 2.07374, 1.04013], [-0.40108, 0.31721, -0.94317], [0.22304, 0.04413, 0.23943], [-1.06370, -0.52512, -1.08724], [0.21556, 0.58426, -1.78045], [-1.08503, 1.11111, -0.78148], [0.62852, -0.79178, 0.02016], [-3.27640, -2.37247, -3.01898], [-4.52672, -1.79380, -3.17678], [-3.38477, -3.39484, -2.71613], [-2.76741, -1.80871, -2.26294], [-2.76113, -2.23823, -4.01884], [-4.60930, -1.06420, -2.48141]],
  "forces_ev_per_angstrom": [[1.2, -0.3, 1.2], [5.4, -5.2, 0.7], [0.6, -2.6, -1.2], [-6.6, 5.7, 2.2], [0.5, 0.1, -0.6], [-2.4, -0.4, -1.1], [0.4, 0.7, -0.3], [0.2, 0.1, -0.5], [-0.7, 0.2, 0.5], [0.2, 1.8, -0.2], [0.4, -0.5, -0.1], [0.2, 0.2, -0.7], [1.2, -1.8, 2.6], [-6.6, -1.9, -0.7], [-1.8, 0.3, 0.4], [8.3, 1.4, 0.7], [0.6, 0.7, -2.9], [1.1, 0.9, 0.1], [-1.5, 0.5, -0.5], [-1.3, 0.2, -1.0], [-0.1, -0.3, 0.1], [0.2, 0.0, -0.1], [0.8, -1.5, 1.0], [-1.0, 1.4, 0.4], [-0.6, -0.2, 1.6], [-7.0, 0.0, -4.4], [-5.2, 0.2, -0.7], [10.2, 4.2, 1.3], [0.4, 0.5, -1.4], [-0.4, -0.7, -0.2], [-0.4, 0.5, 0.1], [0.7, -1.1, 1.4], [1.5, 0.0, -0.6], [0.9, -0.7, -0.4], [0.3, -0.6, 1.0], [-0.3, -2.0, 2.1], [2.0, 1.7, -0.1], [-0.1, 7.8, -3.4], [-1.4, 1.3, -0.1], [1.0, -8.1, 3.6], [0.4, -1.9, 0.7], [-1.0, 0.7, -0.7], [-0.6, -0.1, 1.0], [-0.7, 0.5, -0.5], [1.5, -0.2, 0.5], [-0.3, -1.4, -0.6], [-0.1, 1.2, 0.3], [-0.5, -1.2, -0.3], [0.6, -1.4, 1.9], [5.9, 3.6, 4.3], [3.4, -1.0, 1.5], [-5.7, -2.6, -5.0], [0.1, 0.7, -0.5], [-0.7, 0.2, -0.7], [0.2, 0.1, -0.4], [-0.2, 0.1, 0.3], [-2.0, 0.0, -1.4], [-0.2, 1.4, -0.6], [-0.2, 0.4, 0.0], [-1.5, -1.1, 0.4], [-1.3, 1.3, 0.2], [4.5, -1.3, -9.3], [1.4, 0.6, -2.4], [-5.1, 0.0, 8.6], [0.3, 0.4, -0.7], [1.0, 0.0, 0.4], [0.0, -1.1, 0.7], [1.0, 0.0, 0.6], [-0.3, -0.2, 0.0], [-0.3, 0.3, 0.7], [-0.8, 0.2, -0.1], [-0.4, -0.5, 1.4], [-0.4, -3.0, 2.5], [3.1, -2.1, -6.8], [2.5, 0.9, -2.1], [-4.9, 3.2, 8.9], [0.3, 1.2, -0.2], [0.7, -0.3, -1.3], [-0.4, 1.1, -0.3], [0.3, -0.7, -1.7], [-0.1, -0.7, 1.1], [-0.2, -0.9, -0.5], [-0.1, 0.3, -0.5], [-0.5, 0.6, 0.4], [1.3, -1.9, -0.7], [0.0, 0.3, 0.6], [0.6, 0.0, 0.5], [-1.6, 1.1, 0.9], [-0.2, 0.4, -0.9], [-0.1, -0.2, -0.3], [0.0, -1.2, 2.1], [1.6, 0.7, -1.0], [0.6, 0.9, 0.7], [0.2, -0.6, -1.7], [-0.7, 0.5, 0.2], [-1.4, -0.5, -0.1], [-2.0, 0.1, -0.1], [1.3, 0.7, 1.2], [-0.1, -0.4, -1.2], [0.5, -0.1, -0.5], [-0.5, 1.1, 0.0], [0.8, -1.0, 0.7], [0.8, 0.8, -1.5], [-1.9, 2.2, 1.5], [0.2, -0.8, 0.0], [1.0, 0.0, 0.4], [0.0, -0.6, 1.2], [0.0, -1.6, -1.6]],
  "lowdin_charge": [-0.02, -0.60, -0.03, 0.02, 0.08, 0.06, 0.08, 0.15, 0.07, 0.06, 0.05, 0.14, -0.01, -0.63, -0.05, 0.04, 0.04, 0.10, 0.11, 0.14, 0.09, 0.08, 0.03, 0.09, -0.04, -0.67, -0.05, -0.01, 0.07, 0.09, 0.07, 0.09, 0.09, 0.06, 0.10, 0.18, -0.05, -0.67, -0.04, 0.05, 0.11, 0.11, 0.05, 0.13, 0.05, 0.09, 0.06, 0.09, -0.05, -0.65, -0.03, 0.03, 0.08, 0.10, 0.06, 0.15, 0.13, 0.06, 0.07, 0.09, -0.01, -0.66, -0.04, 0.07, 0.06, 0.09, 0.06, 0.14, 0.09, 0.07, 0.06, 0.12, 0.02, -0.57, -0.04, -0.06, 0.08, 0.07, 0.03, 0.15, 0.07, 0.08, 0.08, 0.08, -0.14, -0.15, 0.09, 0.12, 0.06, 0.09, -0.14, -0.13, 0.06, 0.09, 0.09, -0.02, -0.19, -0.10, 0.06, 0.07, 0.05, 0.02, -0.19, -0.14, 0.07, 0.03, 0.10, 0.09]
}

# 2
{
  "formula": "C23H49B2BrCl20NO5S3",
  "method": "ωB97M-V/def2-TZVPD",
  "lumo_energy_ha": 0.0663,
  "multiplicity": 1,
  "total_charge": -1,
  "species": ["C", "C", "O", "B", "O", "B", "Br", "C", "C", "C", "S", "C", "S", "N", "C", "C", "C", "C", "C", "C", "C", "S", "O", "O", "O", "H", "H", "H", "H", "H", "H", "H", "H", "H", "H", "H", "H", "H", "H", "H", "H", "H", "H", "H", "H", "H", "H", "H", "H", "H", "H", "H", "H", "H", "C", "Cl", "Cl", "H", "H", "C", "Cl", "Cl", "H", "H", "C", "Cl", "Cl", "H", "H", "C", "Cl", "Cl", "H", "H", "C", "Cl", "Cl", "H", "H", "C", "Cl", "Cl", "H", "H", "C", "Cl", "Cl", "H", "H", "C", "Cl", "Cl", "H", "H", "C", "Cl", "Cl", "H", "H", "C", "Cl", "Cl", "H", "H"],
  "xyz": [[-3.28564, 3.43732, -1.43150], [-2.45593, 2.43316, -2.22462], [-1.35953, 3.03061, -2.89711], [-0.23910, 3.28623, -2.07868], [-0.12504, 4.62936, -1.62638], [0.92695, 2.13631, -1.60704], [1.07903, 2.29418, 0.45701], [0.49273, 0.58149, -1.87501], [0.30042, 0.17151, -3.32332], [-0.30070, -1.25516, -3.43417], [0.72549, -2.52465, -2.64645], [-0.46296, -3.44385, -1.61787], [-1.65784, -4.24153, -2.42053], [-0.30457, -3.45047, -0.25395], [-0.21145, -2.09196, 0.32922], [-1.56930, -1.37508, 0.48909], [-1.25839, -4.29772, 0.45662], [-1.02176, -4.28648, 1.97000], [2.34601, 2.43218, -2.40251], [3.37115, 3.37444, -1.72663], [4.57262, 2.58160, -1.14756], [4.70277, 2.51500, 0.61966], [4.26714, 1.22826, 1.07378], [4.08976, 3.63059, 1.27744], [6.29205, 2.56081, 0.87216], [-4.12625, 2.91259, -0.97091], [-2.70029, 3.85805, -0.61115], [-3.62675, 4.25841, -2.05862], [-2.13516, 1.62046, -1.56490], [-3.10671, 2.03148, -3.00574], [-0.52197, 4.67651, -0.75208], [1.33102, -0.01872, -1.49618], [-0.36524, 0.28633, -1.26678], [-0.40357, 0.80755, -3.86584], [1.24062, 0.15621, -3.88203], [-1.27849, -1.22900, -2.95075], [-0.47765, -1.50363, -4.48123], [0.43228, -1.46096, -0.27339], [0.27041, -2.13608, 1.30400], [-1.80068, -1.26326, 1.54898], [-2.38126, -1.87171, -0.04139], [-1.50225, -0.36061, 0.10092], [-1.21028, -5.31613, 0.07402], [-2.29159, -3.98774, 0.28691], [0.03141, -4.18123, 2.23008], [-1.54061, -3.42030, 2.38423], [-1.46359, -5.15726, 2.45008], [2.82299, 1.48737, -2.68663], [2.06603, 2.92028, -3.33990], [3.81241, 3.97947, -2.52571], [2.93029, 4.07178, -1.01703], [4.60736, 1.57673, -1.55532], [5.48624, 3.08099, -1.48064], [6.42060, 2.18941, 1.75588], [-2.45283, 1.19302, 3.63157], [-1.97836, 1.85109, 2.06876], [-1.13305, 0.28553, 4.39415], [-2.72780, 2.01419, 4.28474], [-3.28955, 0.52238, 3.49456], [5.12911, 7.03193, 1.64296], [5.62079, 7.80523, 0.13095], [4.78218, 8.22414, 2.90650], [4.23817, 6.44197, 1.46252], [5.93238, 6.39187, 1.98549], [1.43923, 4.74420, 3.47734], [-0.28269, 4.45445, 3.23222], [1.95957, 4.35629, 5.13216], [1.99956, 4.12667, 2.77984], [1.63970, 5.79455, 3.30106], [-0.55576, -5.24286, 5.51701], [-1.91855, -6.12169, 4.80826], [-0.81088, -3.49593, 5.50020], [-0.43797, -5.56531, 6.54434], [0.33424, -5.46979, 4.94176], [2.99817, -6.02107, -1.78280], [1.86690, -4.78971, -1.21670], [2.19699, -7.24601, -2.78674], [3.77226, -5.54680, -2.37547], [3.43339, -6.51554, -0.92242], [3.00682, 5.19053, 8.42305], [1.35950, 5.06420, 9.04932], [4.20299, 4.70208, 9.63471], [3.10512, 4.54368, 7.55982], [3.19541, 6.21948, 8.14293], [-6.15519, 0.59254, 2.10360], [-4.68436, -0.17453, 1.50023], [-6.39852, 2.19951, 1.40774], [-7.00290, -0.02961, 1.84317], [-6.07694, 0.69283, 3.18035], [-2.44575, -7.49781, -4.19517], [-3.66415, -6.33531, -3.68826], [-3.12551, -8.77031, -5.23162], [-1.67631, -6.97386, -4.75003], [-2.02309, -7.96254, -3.31247], [1.50516, 5.60554, -5.53960], [2.24177, 5.53415, -3.94184], [2.07448, 4.30175, -6.59650], [0.43123, 5.51188, -5.42501], [1.75715, 6.55372, -5.99924], [-6.06350, -9.99041, -2.76935], [-5.81591, -9.45477, -1.10311], [-7.62779, -9.46670, -3.40668], [-5.28020, -9.56921, -3.38664], [-6.02796, -11.07281, -2.79219]],
  "forces_ev_per_angstrom": [[0.3, -0.2, 0.4], [-0.4, 0.3, -0.5], [0.1, 0.1, 0.3], [0.1, 0.4, 0.5], [-0.3, -0.1, -0.5], [-0.3, -0.6, -1.2], [0.0, 0.1, 0.4], [0.8, 0.4, 0.2], [-0.3, -1.1, 0.0], [-0.5, 0.7, -0.1], [-0.1, 0.2, 0.5], [-0.5, 0.3, -0.9], [0.2, 0.0, 0.2], [-1.0, 1.0, -0.7], [0.2, 0.6, 0.5], [0.3, 0.1, 0.1], [0.0, -0.6, 0.9], [-0.2, 0.5, -0.2], [-0.5, 0.5, 0.6], [0.3, -0.6, -0.8], [0.6, 1.2, -0.3], [-1.6, -1.2, 0.7], [0.4, -0.3, 0.0], [0.6, 0.8, -0.3], [0.1, 0.4, -0.5], [-0.1, 0.1, -0.1], [0.0, 0.1, 0.0], [-0.1, 0.0, -0.1], [0.1, -0.1, -0.1], [0.1, -0.3, 0.0], [0.3, 0.2, 0.2], [-0.1, 0.0, 0.1], [-0.2, 0.1, -0.2], [0.1, 0.2, 0.1], [0.1, 0.3, 0.1], [0.0, -0.2, 0.1], [0.1, -0.2, 0.0], [0.1, -0.3, -0.2], [0.0, -0.3, 0.0], [-0.3, -0.2, 0.0], [0.0, -0.1, 0.0], [0.0, 0.0, 0.0], [0.3, 0.1, -0.2], [0.0, 0.1, -0.3], [0.1, -0.3, 0.0], [0.1, 0.0, 0.2], [0.2, 0.0, -0.2], [0.2, 0.0, 0.1], [0.1, -0.2, -0.2], [0.1, 0.1, 0.2], [-0.1, -0.2, 0.2], [-0.1, -0.2, 0.4], [0.1, 0.0, 0.2], [0.0, -0.1, 0.0], [0.0, 0.2, 0.0], [-0.1, -0.1, 0.1], [0.0, 0.0, 0.0], [0.1, 0.0, 0.0], [0.0, -0.1, 0.0], [-0.1, -0.2, 0.0], [0.0, 0.0, 0.0], [0.0, 0.0, 0.0], [0.0, 0.0, 0.0], [0.0, 0.0, 0.0], [0.1, 0.0, -0.3], [0.1, 0.1, 0.1], [0.0, 0.0, 0.0], [-0.1, -0.1, 0.0], [0.0, 0.0, 0.1], [0.1, 0.1, 0.0], [-0.1, -0.2, 0.2], [0.0, 0.0, 0.0], [-0.1, 0.0, 0.0], [0.0, 0.0, -0.1], [0.1, 0.2, 0.0], [0.9, -1.1, 0.4], [0.0, 0.0, 0.0], [-0.1, 0.0, -0.1], [-0.1, -0.1, 0.0], [0.0, 0.0, -0.1], [0.0, 0.0, -0.1], [0.1, 0.0, 0.0], [0.0, -0.1, 0.1], [0.0, 0.0, 0.1], [0.0, -0.1, 0.0], [-0.2, -0.2, -0.2], [0.0, 0.0, 0.0], [0.0, 0.0, -0.1], [0.0, 0.0, 0.0], [0.1, 0.2, 0.1], [-0.3, -0.2, -0.1], [0.0, -0.1, 0.0], [0.0, 0.0, -0.1], [0.0, 0.0, 0.0], [-0.1, 0.1, 0.1], [0.0, 0.2, -0.1], [0.0, 0.0, 0.0], [0.0, -0.1, 0.0], [0.1, 0.0, 0.0], [0.1, 0.0, 0.0], [0.0, 0.0, 0.0], [0.0, 0.0, 0.0], [0.0, 0.1, 0.0], [-0.1, 0.0, 0.0]],
  "lowdin_charge": [-0.07, -0.25, 0.01, -0.59, 0.05, -0.87, 0.68, -0.27, -0.26, -0.47, 0.81, -1.14, 0.64, -0.25, -0.20, -0.09, -0.29, -0.10, -0.18, -0.26, -0.21, 0.56, -0.31, -0.32, -0.18, 0.06, 0.06, 0.08, 0.11, 0.12, 0.07, 0.07, 0.05, 0.11, 0.11, 0.07, 0.07, 0.07, 0.11, 0.04, 0.07, 0.03, 0.09, 0.09, 0.08, 0.06, 0.01, 0.09, 0.05, 0.05, 0.09, 0.11, 0.10, 0.09, -1.03, 0.49, 0.50, 0.02, -0.05, -1.03, 0.50, 0.48, 0.01, 0.02, -1.00, 0.50, 0.52, -0.02, 0.02, -1.01, 0.52, 0.52, 0.02, 0.03, -0.98, 0.63, 0.49, 0.03, 0.02, -1.05, 0.49, 0.49, -0.03, 0.03, -1.01, 0.56, 0.51, 0.02, 0.02, -1.02, 0.48, 0.49, 0.03, 0.03, -1.00, 0.62, 0.49, 0.03, 0.02, -1.03, 0.50, 0.49, -0.02, 0.02]
}

Calculated HOMO, -9.17 -4.86 eV (same order as the records).
Calculated strongest force on any atom, 11.07 2.12 eV/Å (same order as the records).